[1]
A structure of composition C31H35ClFI2N5O4. Source: OMol25; level of theory: ωB97M-V/def2-TZVPD.

```
79
Properties=species:S:1:pos:R:3:lowdin_charge:R:1
C -1.608 0.541 -0.614 -0.095
I -2.691 0.307 8.621 0.793
C 1.913 3.064 -0.347 -0.042
C -0.523 -2.241 -2.453 -0.187
H 2.375 -4.158 1.651 0.064
C 2.361 4.185 -1.003 -0.080
N 2.297 -4.308 -4.310 0.156
H 0.305 -1.676 -2.893 0.088
C -2.348 1.462 3.465 -0.233
H 1.957 2.328 -5.055 0.078
O -3.284 2.123 3.857 0.135
C -2.219 2.678 6.567 -0.124
C 2.009 -3.342 -5.233 -0.678
C -1.309 0.880 4.411 -0.181
H -2.218 3.169 7.545 0.061
H 0.999 -0.102 -1.021 0.090
C -0.783 1.068 1.536 -0.015
N 2.678 -2.093 0.158 0.160
O -6.221 1.501 -0.956 0.062
C -5.046 1.576 -1.186 -0.758
H 2.633 -5.222 -4.547 0.091
O 1.374 1.791 2.360 0.108
H -2.380 -1.414 -3.230 0.109
H 2.006 -3.018 -7.239 0.101
C 2.296 4.283 -2.374 -0.058
H 2.446 4.030 -4.913 0.071
C -0.038 -2.767 -1.075 -0.180
H 0.005 -1.956 -0.342 0.103
C -2.092 1.155 1.998 -0.001
O 1.601 -2.240 -4.915 0.023
C -4.137 0.352 -1.009 -0.093
H 2.612 -0.119 3.194 0.066
C 1.368 2.076 -2.403 -0.008
C -0.052 0.810 3.976 -0.103
C 1.404 1.974 -1.023 -0.171
H -4.727 -0.398 -0.474 0.138
H -3.893 -0.050 -1.993 0.108
C -2.906 0.625 -0.151 -0.117
H -0.730 -3.068 -3.144 0.110
H 2.781 5.004 -0.422 0.107
C 1.997 -0.688 3.898 -0.090
I -1.649 -1.760 5.938 0.837
C -1.429 0.151 -2.079 -0.099
H -2.047 0.757 -2.744 0.117
N 2.209 -3.705 -6.537 0.146
N 2.418 -4.414 0.671 0.073
C -3.155 0.943 1.166 -0.176
C -0.496 0.775 0.210 -0.058
C 2.142 -3.205 -0.127 -0.510
C -2.138 1.174 6.747 -0.764
H 3.380 -4.660 0.452 0.074
H 1.393 -1.379 3.291 0.076
C 0.289 1.296 2.575 -0.239
Cl -4.279 3.069 -1.788 0.677
H -0.367 0.228 -2.274 0.056
H -2.378 -1.776 -1.465 0.109
H -3.177 2.916 6.096 0.078
H 2.688 -1.259 4.526 0.076
C 1.109 0.240 4.762 -0.187
H 2.543 -4.606 -6.819 0.089
H 0.805 -0.274 5.672 0.057
H 0.728 3.658 -4.908 0.082
H 1.745 1.085 5.064 0.130
C 0.947 0.716 -0.293 -0.075
C -1.727 0.380 5.756 -0.702
C -1.797 -1.369 -2.303 -0.162
H -1.386 3.022 5.949 0.089
F -4.399 1.029 1.631 0.133
H -0.807 -3.487 -0.757 0.122
H 1.017 1.265 -3.038 0.114
H 2.154 -4.070 -3.343 0.065
C 1.708 3.286 -4.589 -0.046
H 2.646 5.151 -2.925 0.110
H 1.609 0.425 0.520 0.101
C 1.789 3.202 -3.071 -0.275
N 1.299 -3.396 -1.225 0.016
H 2.015 3.075 0.733 0.096
H 3.263 -2.217 0.979 0.052
H 1.119 -4.383 -1.367 0.112
```

Results
frontier orbital gap: 7.72 eV
HOMO energy: -0.3192 Ha
E_LUMO: -0.97 eV

[2]
A structure of composition C31H35N4ORh. Source: OMol25; level of theory: ωB97M-V/def2-TZVPD.

```
72
Properties=species:S:1:pos:R:3:lowdin_charge:R:1
C -3.491 -0.653 0.019 -0.188
N 2.525 1.902 0.913 0.002
H 0.477 0.099 -2.976 0.109
C -2.845 0.683 2.077 -0.178
H 1.600 -2.817 -1.564 0.098
C -4.171 0.971 2.423 -0.014
C -1.276 0.369 0.241 -0.101
H -0.021 -6.557 1.240 0.099
H -1.174 -5.675 2.241 0.085
H 3.179 2.591 -4.466 0.141
N 1.216 1.985 -4.836 0.057
C -4.445 -1.354 -2.080 -0.063
C 4.319 2.926 2.102 -0.002
C 3.525 4.014 2.407 -0.030
C -4.328 -1.547 0.691 -0.022
C 2.210 2.736 -3.989 -0.087
C 1.196 -3.018 -0.579 -0.125
H 1.182 2.374 -2.125 0.111
H 4.229 -1.117 0.314 0.110
H -4.966 0.794 1.713 0.122
C 1.508 0.508 -4.832 -0.087
H -0.793 0.770 2.710 0.105
H -5.974 -2.851 -1.957 0.114
H 5.345 2.872 2.440 0.129
C -2.118 1.516 4.221 -0.058
H 0.756 0.021 -5.452 0.141
C -5.273 -2.241 -1.405 -0.055
O 3.958 -0.205 0.163 -0.144
C -5.207 -2.343 -0.022 -0.052
C -0.710 -5.712 1.258 -0.026
H -3.672 2.212 5.525 0.115
Rh 1.715 0.136 -0.124 0.767
H -1.325 1.727 4.924 0.110
C 0.221 -3.456 1.904 -0.003
H 0.275 2.141 -4.462 0.186
H 0.739 2.913 0.846 0.101
C -3.440 1.788 4.558 -0.049
H 1.742 -1.048 -3.389 0.124
C 0.018 -4.443 0.946 -0.246
C -4.461 1.524 3.657 -0.048
H -4.273 -1.635 1.767 0.124
N 1.382 -2.062 0.341 -0.049
H -4.508 -1.268 -3.156 0.108
C -2.514 0.145 0.759 -0.105
C 3.780 1.881 1.360 -0.250
C 4.617 0.656 1.094 -0.145
C -1.820 0.976 2.986 -0.017
C -0.145 0.518 -0.261 -0.126
H 3.920 4.835 2.988 0.122
H 2.901 2.690 -1.964 0.129
H 4.793 0.127 2.035 0.143
H 0.419 -4.928 -1.118 0.124
H 1.547 4.852 2.180 0.116
H 3.358 0.509 -2.685 0.128
H 1.053 -1.519 2.301 0.105
N 2.385 0.736 -2.503 -0.100
H -5.485 1.755 3.912 0.116
H 5.589 0.959 0.694 0.136
C 0.536 -4.201 -0.325 -0.009
H -5.848 -3.037 0.502 0.115
C 1.755 2.959 1.216 -0.116
H -2.903 0.126 -1.890 0.108
H -0.147 -3.579 2.913 0.121
H 1.212 2.347 -5.792 0.188
C 2.210 4.028 1.958 -0.036
H -1.483 -5.905 0.514 0.093
C -3.549 -0.573 -1.375 -0.021
H 1.944 3.791 -4.028 0.141
C 1.487 0.011 -3.391 -0.199
H 2.487 0.396 -5.299 0.141
C 2.161 2.173 -2.574 -0.204
C 0.895 -2.298 1.565 -0.129
```

Results
frontier orbital gap (spin up / spin down): 5.75 / 6.14 eV
HOMO energy (spin up / spin down): -0.4290 / -0.4441 Ha
E_LUMO (spin up / spin down): -5.93 / -5.95 eV
net charge: +2
energy above the lowest of the compared OMol25 structures with the same formula, charge and spin: 15.92 kcal per mole

[3]
The molecule C31H35N5O. Source: OMol25; level of theory: ωB97M-V/def2-TZVPD.

```
72
Properties=species:S:1:pos:R:3:lowdin_charge:R:1
H 0.229 5.688 -0.074 0.112
O 4.481 -1.634 -3.413 0.065
H -6.001 0.414 1.473 0.111
C -3.378 -6.395 1.600 -0.071
C 1.614 -1.228 -1.320 0.048
C 3.829 -1.128 -2.518 -0.454
C 2.098 3.422 -2.671 -0.179
H 1.121 7.239 1.535 0.069
C 1.257 3.885 -1.486 -0.187
H 3.789 4.954 0.356 0.113
H -4.563 2.536 1.639 0.079
C 2.812 -3.271 -1.793 -0.006
H -1.735 0.303 1.301 0.116
H 5.445 0.510 -3.516 0.121
N -0.226 -4.125 -0.009 0.199
H -4.645 -3.020 4.246 0.078
H -4.017 -2.999 -0.147 0.122
C 4.948 1.044 -2.704 -0.155
C -2.789 -3.824 2.430 0.003
C -3.814 1.883 2.083 -0.051
C -4.285 -4.032 4.421 -0.046
H 0.974 3.005 -0.879 0.124
H -2.541 -2.829 2.770 0.130
C 0.709 -3.401 -0.651 -0.200
H 2.319 4.294 -3.311 0.129
H 1.472 -0.159 -1.384 0.115
H -2.833 2.333 1.955 0.073
H -2.030 -6.012 -0.028 0.110
H 1.038 4.731 1.184 0.119
H 2.091 7.378 0.063 0.077
C -2.740 -1.430 0.574 -0.181
H -5.113 -4.648 4.760 0.074
C 4.061 3.754 -1.398 -0.174
N 4.079 0.108 -2.034 0.072
C -3.972 -2.026 0.317 -0.036
H -3.608 -7.401 1.282 0.103
H 3.435 1.808 -4.012 0.124
C -5.085 -0.098 1.216 -0.047
H 4.969 3.280 -1.022 0.116
H 4.773 2.945 -3.739 0.125
H 0.344 4.356 -1.857 0.121
C -2.497 -5.626 0.865 -0.030
C 1.204 5.443 0.355 -0.266
H 3.448 0.531 -1.369 0.117
H -4.023 1.813 3.151 0.083
H 2.728 6.523 1.470 0.059
C -5.136 -1.355 0.640 -0.065
H -4.662 -6.486 3.308 0.108
H 5.703 1.406 -2.000 0.113
H 2.987 3.363 0.433 0.129
C 3.216 4.227 -0.220 -0.180
N 2.002 4.853 -0.706 -0.187
C -3.969 -5.880 2.742 -0.045
C 1.831 6.726 0.891 -0.089
H -3.541 -3.989 5.216 0.084
N -0.541 -1.380 -0.306 0.198
C -1.280 -3.513 0.473 -0.151
H 1.530 2.693 -3.255 0.121
C -1.482 -2.110 0.241 -0.153
H 3.683 -3.725 -2.241 0.118
H 4.347 4.631 -2.005 0.130
C -2.699 -0.153 1.127 0.011
C -3.863 0.521 1.459 -0.271
C 1.838 -4.030 -1.211 0.005
C 2.720 -1.863 -1.833 -0.119
C 0.584 -1.988 -0.736 -0.191
C -2.210 -4.323 1.268 -0.180
C -3.673 -4.593 3.173 -0.266
C 4.114 2.207 -3.254 -0.175
H -6.092 -1.817 0.439 0.105
N 3.314 2.793 -2.190 -0.188
H 1.904 -5.106 -1.162 0.115
```

Results
frontier orbital gap: 8.04 eV
HOMO energy: -0.3078 Ha
E_LUMO: -0.34 eV
SMILES: CCN1CCN(CCNC(=O)c2ccc3nc(-c4cccc(C)c4)c(-c4cccc(C)c4)nc3c2)CC1
energy above the lowest of the compared OMol25 structures with the same formula, charge and spin: 0.00 kcal per mole

[4]
A structure of composition C31H36BrF6N5O8S3Tb. Source: OMol25; level of theory: ωB97M-V/def2-TZVPD.

```
91
Properties=species:S:1:pos:R:3:lowdin_charge:R:1
H -4.103 -4.901 -0.141 0.099
N -2.703 -3.589 0.669 -0.142
C 3.782 2.080 0.507 -0.071
H 2.740 5.206 1.272 0.107
H 0.535 -1.167 4.542 0.102
H 4.613 1.404 0.670 0.110
H -1.821 -4.706 -0.855 0.103
Tb -0.811 -0.036 -0.551 1.542
C 4.986 -1.394 -4.619 -0.073
H 1.153 -2.668 6.235 0.115
C -5.086 1.196 -2.285 -0.688
H 4.663 0.722 -4.692 0.119
H -5.144 2.323 1.899 0.110
S -2.950 2.565 1.095 1.021
N 1.218 -1.602 0.174 -0.061
C 1.588 -1.953 1.347 -0.200
H -0.740 -3.553 -0.043 0.068
O -1.890 1.513 0.788 -0.748
C 3.802 3.353 1.068 -0.086
N -3.607 -0.833 -3.087 -0.260
H 5.014 -3.536 -4.407 0.106
C 1.038 -3.247 4.174 -0.208
C 1.642 2.526 -0.477 -0.324
H -3.571 -1.957 1.513 0.148
H 0.793 1.588 -2.056 0.061
C -2.637 -2.342 1.097 -0.289
H 2.391 -2.674 1.491 0.138
H -1.210 -5.058 0.777 0.099
C -3.942 -4.350 0.785 -0.012
H -4.555 1.136 4.035 0.122
H 2.942 1.625 -3.765 0.118
C -1.543 -4.267 0.103 -0.004
F -6.132 0.405 -2.423 0.180
C 1.377 -1.661 -2.256 -0.401
O 0.572 -0.582 -2.110 -0.357
N 0.490 2.078 -1.210 0.026
F -2.085 -0.640 -5.468 0.163
O -2.331 -2.922 -3.825 -0.219
Br 0.503 0.476 2.273 0.935
H 1.521 -6.867 5.498 0.108
F -4.883 1.892 -3.387 0.183
F -0.927 0.528 -4.099 0.164
S -3.618 0.177 -1.878 0.648
C 1.174 -3.500 5.539 -0.038
O -3.886 -0.394 -0.577 -0.295
C 1.384 -5.858 5.130 -0.077
H 2.693 0.669 -0.694 0.100
F -0.199 -1.415 -4.754 0.176
O -2.436 1.077 -1.858 -0.414
O -1.728 -1.698 -1.753 -0.453
H 1.465 -4.958 7.079 0.109
H 2.601 -2.733 -0.781 0.146
C 3.326 -2.631 -3.437 -0.043
C 2.707 1.662 -0.259 -0.068
H 0.825 4.473 -0.105 0.112
H -4.778 -3.670 0.932 0.095
H -4.075 3.555 3.918 0.118
C 3.118 -0.262 -3.585 -0.238
H -3.895 -5.058 1.612 0.099
H 0.886 -4.184 2.236 0.089
H 4.644 3.673 1.667 0.105
H 5.895 -1.346 -5.203 0.110
H 1.232 -6.455 3.075 0.106
C 1.225 -5.625 3.771 -0.074
O 2.447 0.913 -3.343 0.037
S -2.248 -1.674 -3.149 0.704
H -2.954 0.756 3.388 0.113
C 4.293 -0.232 -4.330 -0.014
C -4.260 1.681 1.951 -0.304
F -5.277 2.025 -1.260 0.144
C 1.352 -4.789 6.016 -0.070
H 2.918 -3.587 -3.117 0.120
C 2.624 -1.473 -3.106 -0.097
O -1.618 -1.632 1.046 -0.166
H -0.095 2.862 -1.477 0.106
H -2.336 4.426 2.482 0.095
H -4.439 0.777 1.372 0.074
C 2.735 4.209 0.848 -0.079
H 0.835 -2.516 -2.684 0.137
H -1.335 2.977 2.693 0.075
C 1.657 3.798 0.073 -0.040
C 4.499 -2.615 -4.172 -0.079
C -2.358 3.347 2.623 -0.285
C -1.257 -0.696 -4.434 -0.677
C 0.842 -1.844 3.753 -0.096
N 1.831 -2.089 -0.896 0.040
C -3.238 2.868 3.782 -0.211
C 1.049 -4.333 3.296 -0.044
C -3.762 1.493 3.378 -0.217
C 1.002 -1.332 2.538 -0.603
H -2.672 2.851 4.712 0.121
```

Results
2S+1: 7
frontier orbital gap (spin up / spin down): 7.84 / 8.05 eV
<S²>: 12.03
HOMO energy (spin up / spin down): -0.3764 / -0.3764 Ha
E_LUMO (spin up / spin down): -2.41 / -2.19 eV
net charge: +1
energy above the lowest of the compared OMol25 structures with the same formula, charge and spin: 0.00 kcal per mole

[5]
A structure of composition C31H36CeN3O6. Source: OMol25; level of theory: ωB97M-V/def2-TZVPD.

```
77
Properties=species:S:1:pos:R:3:lowdin_charge:R:1
O -0.891 -1.366 2.151 -0.186
H 4.375 1.531 -0.987 0.115
H -3.873 -2.984 -1.697 0.120
C 3.607 1.266 -1.719 -0.198
H 3.963 3.042 -2.919 0.074
H -2.604 3.010 -1.134 0.099
C -5.659 0.206 0.515 -0.008
C -0.648 2.150 -3.622 -0.047
C -4.043 -1.922 -1.508 -0.157
C -1.656 2.987 -3.143 -0.083
H 1.744 -3.482 0.896 0.095
N -1.109 1.554 -1.459 -0.061
C -4.354 -0.257 0.380 -0.251
C 1.202 -3.172 -1.190 -0.176
H 3.384 -1.318 4.086 0.115
H -4.826 -2.323 0.462 0.124
H -4.912 3.351 1.517 0.115
C 2.435 -2.393 -1.565 -0.173
H 3.187 1.733 -3.807 0.064
C -4.796 2.332 1.175 -0.030
H 2.359 -0.640 5.350 0.120
C 1.994 1.220 2.870 -0.235
C -0.334 1.282 -2.571 -0.340
H -1.038 -1.051 -2.191 0.052
C -2.993 -1.104 -2.216 -0.211
N 1.137 -0.308 -1.501 0.028
H 5.685 -0.368 -2.081 0.113
H 1.197 -1.819 3.137 0.153
H 0.790 2.036 4.515 0.156
O -0.986 3.199 3.136 0.114
H -5.016 -1.666 -1.941 0.123
C 4.816 -2.319 -1.966 -0.079
O 1.732 -0.043 2.191 -0.095
H 2.673 1.656 -1.317 0.102
C 3.080 0.842 3.863 -0.092
C 1.405 -0.789 3.398 -0.248
H 3.672 -4.123 -1.709 0.111
C 3.931 1.958 -3.041 -0.088
C 3.568 -0.247 -1.799 -0.164
Ce -0.692 0.140 0.549 1.323
H -0.176 2.168 -4.594 0.102
C 4.769 -0.938 -1.965 -0.047
H 2.269 1.967 2.134 0.163
C 2.620 -0.571 4.293 -0.084
H 3.140 1.548 4.691 0.119
H -6.481 -0.476 0.334 0.118
H -0.014 -3.422 0.631 0.087
H 1.327 -4.223 -1.456 0.113
C -5.882 1.512 0.904 -0.046
H 0.334 -2.811 -1.743 0.092
C 2.394 -0.992 -1.641 -0.165
C -1.888 2.585 -1.822 -0.151
N -3.310 0.549 0.597 0.050
H -0.074 -0.164 4.907 0.166
C 0.766 0.376 -2.538 -0.106
H -6.893 1.883 1.021 0.110
H -3.116 -1.983 0.441 0.108
H -2.667 2.405 1.262 0.109
O -0.139 2.038 1.398 -0.227
C 0.946 -3.022 0.310 -0.069
C -4.070 -1.684 0.003 -0.119
C 0.179 -0.008 3.857 -0.066
C -0.262 2.344 2.704 -0.550
C -1.037 -0.405 3.028 -0.619
H -2.948 -1.367 -3.274 0.130
H -2.149 3.791 -3.665 0.087
H 0.982 -1.960 0.556 0.022
C -3.534 1.802 1.015 -0.120
C 3.647 -3.039 -1.750 -0.042
H 1.340 0.297 -3.464 0.143
O -2.026 0.314 3.043 0.092
H -3.190 -0.031 -2.142 0.116
H 4.900 1.633 -3.424 0.070
O -1.723 -1.393 -1.602 -0.132
H 5.758 -2.834 -2.104 0.101
H 4.049 0.811 3.369 0.117
C 0.653 1.495 3.581 -0.062
```

Results
2S+1: 2
frontier orbital gap (spin up / spin down): 8.12 / 8.12 eV
<S²>: 0.75
HOMO energy (spin up / spin down): -0.2815 / -0.2815 Ha
E_LUMO (spin up / spin down): 0.46 / 0.46 eV
energy above the lowest of the compared OMol25 structures with the same formula, charge and spin: 2.33 kcal per mole

[6]
A structure of composition C31H36CsNO4S2. Source: OMol25; level of theory: ωB97M-V/def2-TZVPD.

```
75
Properties=species:S:1:pos:R:3:lowdin_charge:R:1
H -1.740 -1.974 -0.072 0.084
O 3.155 1.232 4.269 -0.579
H 2.922 -4.261 -3.308 0.112
C 1.678 -6.994 -1.601 -0.023
H 0.078 3.022 4.087 0.054
C -2.342 3.287 3.091 -0.174
H -3.955 2.222 -4.517 0.118
H -2.365 5.185 -5.435 0.076
S 1.876 -2.474 -1.606 1.034
C 4.068 -1.135 1.490 -0.059
C -2.564 4.308 -3.515 -0.422
C -1.635 2.713 1.997 -0.193
C -2.433 1.256 -0.762 0.017
S 1.658 1.206 4.155 0.787
H 0.552 1.046 -2.953 0.106
H 6.003 -1.967 2.211 0.130
C -2.452 0.587 -4.572 -0.134
C 1.167 2.898 3.866 -0.266
C -0.416 1.278 -3.416 -0.040
H 0.104 1.277 5.955 0.063
H 1.778 2.065 6.287 0.052
C 3.196 -2.234 -0.464 -0.378
C -2.130 2.906 -3.773 -0.150
H 4.377 -3.865 -1.205 0.099
H 1.838 3.478 4.490 0.052
C 1.219 1.204 5.911 -0.257
C -3.090 2.504 4.032 -0.127
H -0.513 -0.315 1.538 0.105
H -2.999 -1.078 0.727 0.068
H -0.815 -0.108 -0.891 0.132
C 2.410 -4.928 -2.620 -0.110
H 6.103 -3.655 0.484 0.111
C 3.101 -1.239 0.528 -0.063
H 2.899 -6.904 -3.304 0.097
C -3.231 1.158 3.890 -0.128
C -2.407 -1.140 -0.124 0.012
C 4.238 -3.100 -0.477 -0.100
O -3.219 4.508 -2.498 -0.025
C -2.914 1.895 -4.348 -0.065
C -0.903 0.511 1.009 -0.122
C -2.074 5.420 -4.432 0.015
H -2.323 4.335 3.167 0.042
H -2.389 6.420 -4.172 0.078
C 1.034 -6.280 -0.507 -0.036
Cs -1.064 5.054 -0.260 0.991
H -0.021 1.061 0.603 0.139
O 0.626 -1.889 -0.966 -0.531
H -0.859 -0.694 -4.247 0.083
H -3.843 0.624 4.615 0.094
H 1.562 0.221 6.285 0.056
H 0.469 -6.764 0.285 0.106
H -0.973 5.240 -4.303 0.108
C 1.788 -4.275 -1.556 -0.377
O -0.201 3.465 -2.498 -0.264
H 4.027 -0.417 2.360 0.112
H -3.586 2.988 4.891 0.098
C -0.858 2.621 -3.173 -0.501
H -1.796 2.125 -0.846 0.050
H -2.821 1.044 -1.817 0.115
H -3.301 1.364 -0.122 0.111
C 1.107 -4.907 -0.513 -0.068
H 1.644 -8.036 -1.621 0.075
N -1.607 0.095 -0.260 -0.138
C 5.198 -3.044 0.524 -0.083
C -1.164 0.318 -4.116 -0.123
H -2.493 -0.578 2.780 0.092
C -2.475 0.501 2.888 -0.051
H 0.637 -4.296 0.161 0.082
H 1.416 3.039 2.818 0.041
C -1.733 1.327 1.987 -0.333
C 2.427 -6.284 -2.583 -0.075
C 5.142 -2.048 1.469 -0.080
H -3.055 -0.252 -4.958 0.096
H 2.264 -0.577 0.545 0.090
H -2.999 -1.293 -0.983 0.094
```

Results
frontier orbital gap: 6.82 eV
HOMO energy: -0.2497 Ha
E_LUMO: 0.02 eV
energy above the lowest of the compared OMol25 structures with the same formula, charge and spin: 0.00 kcal per mole